29
Properties=species:S:1:pos:R:3:forces:R:3:mulliken_charge:R:1 method="wB97M-V/def2-TZVPD" multiplicity=1 smiles=C[C@@H](Oc1ccc(Cl)cc1Cl)c1ccnc(N)n1 relative_energy_ev=0.3246 gap_ev=9.431 e_lumo_ev=0.76 e_tot_ev=-44185.610 total_charge=0
C -1.2007 1.5724 1.2870 0.07 -0.30 0.11 -1.36
H -0.7639 2.5316 1.5454 -0.04 0.07 0.00 0.44
H -2.0705 1.3844 1.9123 -0.04 -0.02 0.07 0.38
H -1.5133 1.6024 0.2482 -0.02 0.07 -0.04 0.28
C -0.1556 0.4871 1.5257 -0.19 0.56 0.25 0.40
C 1.1643 0.7401 0.8310 0.49 -0.33 0.09 0.00
N 1.5036 2.0048 0.6434 -0.18 0.15 0.12 -0.42
C 2.6865 2.2355 0.0673 -0.06 -0.49 0.15 0.39
N 3.5534 1.3033 -0.3357 0.30 0.33 -0.23 -0.66
C 3.2079 0.0475 -0.1199 -0.31 -0.11 0.17 -0.36
C 2.0116 -0.3089 0.4797 0.01 0.09 0.12 -0.23
H 1.7361 -1.3362 0.6483 -0.02 -0.09 0.00 0.49
H 3.9223 -0.6973 -0.4470 0.00 -0.11 0.01 0.41
N 3.0482 3.5248 -0.0948 0.11 0.39 -0.06 -0.38
H 2.3597 4.2379 0.0616 0.03 -0.02 -0.02 0.23
H 3.8625 3.7210 -0.6478 -0.03 0.02 0.01 0.24
H 0.0776 0.4775 2.6025 -0.04 0.04 -0.25 0.33
O -0.6566 -0.8306 1.3327 0.30 -0.08 -0.01 -0.41
C -1.2695 -1.2910 0.2154 -0.31 -0.28 -0.22 0.13
C -2.0646 -2.4191 0.4703 0.10 0.17 -0.05 -0.58
C -2.7461 -3.0928 -0.5161 0.04 0.09 -0.06 -0.57
C -2.6549 -2.6363 -1.8227 0.22 0.25 0.14 0.30
C -1.8784 -1.5331 -2.1156 -0.19 -0.23 0.03 -0.83
C -1.1824 -0.8659 -1.1139 0.12 0.09 0.12 0.88
Cl -0.2148 0.4737 -1.6549 -0.20 -0.05 -0.30 -0.15
H -1.7960 -1.1807 -3.1313 0.01 0.03 -0.07 0.45
Cl -3.5030 -3.4454 -3.0884 -0.13 -0.12 -0.18 -0.22
H -3.3453 -3.9566 -0.2783 -0.06 -0.08 0.01 0.41
H -2.1181 -2.7500 1.4954 -0.01 -0.03 0.11 0.42